The following is a quantum chemistry calculation of a 2-piece molecular cluster, C7H11NO2 overall in a non-equilibrium geometry, from OMol25.

- LUMO level: -0.157 eV
- Molar mass: 141.17 g mol⁻¹
- HOMO-LUMO gap: 9.1 eV

ORCA input file:
```
! wB97M-V def2-TZVPD RIJCOSX def2/J DEFGRID3
* xyz 0 1
C 1.62384 -0.80256 2.47915
C 0.67707 -1.95000 -0.33054
C 1.29489 -0.15797 1.36291
C 0.62142 -0.80346 0.28711
C -1.12576 1.49033 0.41221
C 0.02587 1.10240 -1.86360
C -0.71264 0.54662 -0.68147
N -1.69079 -0.43755 -0.96606
O -1.52566 -1.12587 -1.96710
O -2.60670 -0.60256 -0.17716
H 2.17897 -0.32313 3.26696
H 1.36015 -1.83727 2.63012
H 0.04724 -2.19310 -1.17272
H 1.38328 -2.71694 -0.04685
H 1.55659 0.88034 1.22398
H -2.01122 2.05026 0.10433
H -1.38319 0.94378 1.31802
H -0.33164 2.19826 0.63152
H 0.05537 2.18875 -1.79806
H 1.04651 0.73508 -1.92900
H -0.48361 0.81459 -2.78375
*
```

=====

The following is a quantum chemistry calculation of one molecule with the formula C5H8O, from OMol25.

- LUMO level: 1.115 eV
- Molar mass: 84.12 g mol⁻¹
- HOMO-LUMO gap: 10.7 eV
- SMILES: C[C@]12CC[C@H]1O2

ORCA input file:
```
! wB97M-V def2-TZVPD RIJCOSX def2/J DEFGRID3
* xyz 0 1
C 0.25173 -1.74794 0.73929
C 0.05936 -0.47206 -0.01311
C 0.64755 0.87880 0.39235
C -0.33069 1.57090 -0.59642
C -0.97044 0.19713 -0.82618
O 0.06661 -0.56606 -1.43874
H 0.06705 -1.61820 1.80969
H 1.30148 -2.04028 0.61596
H -0.37055 -2.55647 0.35046
H 0.36637 1.09733 1.42849
H 1.72441 1.01790 0.26616
H -0.95350 2.35281 -0.15733
H 0.14357 1.93579 -1.51123
H -2.00295 -0.04965 -1.05941
*
```

=====

The following is a quantum chemistry calculation of one molecule with the formula C18H23N5O3S in a non-equilibrium geometry, from OMol25.

- LUMO level: 0.423 eV
- Molar mass: 389.48 g mol⁻¹
- HOMO-LUMO gap: 9.1 eV
- SMILES: CCN(CCc1nc(C(C)(C)O)c(C)o1)C(=O)c1sccc1-n1nccn1

ORCA input file:
```
! wB97M-V def2-TZVPD RIJCOSX def2/J DEFGRID3
* xyz 0 1
O 1.77773 4.41314 0.48581
N 1.65899 2.30976 3.25188
N 1.89816 0.02820 3.15407
N -0.35799 -1.09517 -2.08232
O -2.04064 -0.72120 -0.67665
O 0.54875 -3.16131 -3.28315
S 3.74912 2.33183 -0.87436
C 1.44103 3.27325 0.42017
C 1.33446 1.81731 4.40166
C 1.49130 0.39507 4.34639
C -0.95244 -0.24224 -1.35201
C 4.59056 0.98662 -0.08053
C 3.95433 0.53865 1.01601
C 2.48846 2.26565 0.35148
C 2.75823 1.32409 1.33571
C -2.08608 -2.03470 -1.02781
C -1.03769 -2.27667 -1.88814
N 2.05505 1.21962 2.53822
N 0.07496 2.92183 0.46960
C -3.18528 -2.94482 -0.56714
C -1.54405 4.02508 1.98613
C -1.76049 -3.85557 -3.61528
C -0.33449 -4.76233 -1.68212
C -0.59179 1.21499 -1.25891
C -0.94499 3.95832 0.59224
C -0.34204 1.52342 0.23261
C -0.65175 -3.54705 -2.58833
H 0.63125 -2.18908 -3.07008
H 1.07758 2.45638 5.24302
H 1.31139 -0.26240 5.19926
H 5.52516 0.58174 -0.41717
H 4.30081 -0.22801 1.69155
H -3.20944 -2.93789 0.53144
H -3.08602 -3.99168 -0.92623
H -4.15259 -2.55848 -0.90546
H -2.01785 3.06596 2.25408
H -2.31233 4.79740 2.05299
H -0.76591 4.28884 2.73769
H -2.12402 -2.98266 -4.15414
H -2.66362 -4.26660 -3.12635
H -1.39145 -4.53592 -4.39128
H 0.05951 -5.55478 -2.28112
H 0.43389 -4.55114 -0.93309
H -1.25626 -5.12489 -1.21613
H 0.28534 1.42150 -1.88319
H -1.38433 1.84357 -1.60603
H -1.72393 3.73748 -0.08868
H -0.53626 4.91695 0.29361
H -1.33228 1.35206 0.73649
H 0.34001 0.81588 0.65357
*
```

=====

The following is a quantum chemistry calculation of one molecule with the formula C4H3FS in a non-equilibrium geometry, from OMol25.

- LUMO level: -1.122 eV
- Molar mass: 102.13 g mol⁻¹
- HOMO-LUMO gap: 7.8 eV
- SMILES: C#CC(=S)CF

ORCA input file:
```
! wB97M-V def2-TZVPD RIJCOSX def2/J DEFGRID3
* xyz 0 1
C -0.02398 0.79105 1.26601
C -0.14150 0.51394 -0.18229
C 0.07076 -0.89505 -0.59389
C 0.45721 -1.62858 -1.60167
H -1.12029 0.45260 1.73413
H 0.30137 1.79765 1.40565
H 0.34960 -2.58204 -2.43461
F 1.07137 0.12564 1.57374
S -0.96455 1.42480 -1.16707
*
```

=====

The following is a quantum chemistry calculation of a 2-piece molecular cluster, C2H3N3O overall in a non-equilibrium geometry, from OMol25.

- LUMO level: 0.131 eV
- Molar mass: 85.07 g mol⁻¹
- HOMO-LUMO gap: 9.1 eV
- SMILES: C=NN=O.C#N

ORCA input file:
```
! wB97M-V def2-TZVPD RIJCOSX def2/J DEFGRID3
* xyz 0 1
C -0.92277 -1.41450 -1.75387
C 0.14596 1.58441 0.61674
N -1.82545 -0.77779 -1.53409
N 0.67875 -0.58798 1.64096
N 0.53188 0.44514 1.04842
O 1.37848 -1.54222 1.35403
H 0.81100 2.43751 0.59416
H -0.85502 1.54905 0.05748
H 0.05717 -1.69362 -2.02382
*
```

=====

The following is a quantum chemistry calculation of C21H38BrN8SSiZr as an isolated structure in a non-equilibrium geometry, from OMol25.

- LUMO level: -9.262 eV
- Molar mass: 633.87 g mol⁻¹
- HOMO-LUMO gap: 7.1 eV

ORCA input file:
```
! wB97M-V def2-TZVPD RIJCOSX def2/J DEFGRID3
* xyz 3 1
Zr -3.82262 -0.16756 -0.78982
N -7.02334 -1.04993 2.42333
C -6.17955 -0.52710 1.54514
S -5.07298 -1.64304 0.71885
N -6.19386 0.75443 1.31827
N -5.28182 1.15697 0.39974
C -5.25763 2.41859 0.14595
C -4.34675 2.90027 -0.88766
C -4.15026 4.24441 -1.12867
C -3.28293 4.62014 -2.14805
C -2.63256 3.64041 -2.88515
C -2.85995 2.31480 -2.57467
N -3.70138 1.94272 -1.59691
H -7.05116 -2.03714 2.60938
H -7.67461 -0.44597 2.90370
H -5.94399 3.09242 0.64813
H -4.67912 4.98089 -0.53926
H -3.12224 5.66742 -2.36728
H -1.96332 3.89662 -3.69363
H -2.36623 1.52141 -3.12522
N -2.65679 -6.45595 -2.02391
C -3.12981 -5.34795 -1.48925
N -3.88618 -5.37959 -0.39938
N -2.79534 -4.19744 -2.10367
C -3.06831 -3.00430 -1.94179
N -3.31247 -1.83830 -1.96130
H -2.87379 -7.36976 -1.65733
H -2.10579 -6.40034 -2.86663
H -4.15293 -6.25383 0.02719
H -4.29068 -4.53766 -0.02461
C 1.89962 2.81425 1.43412
C 2.94606 1.74071 1.79069
C 2.77124 1.37754 3.27102
C 4.37636 2.31994 1.59216
Si 2.95815 0.31700 0.57647
Br -1.68110 0.10171 0.45464
C 3.00578 0.66850 -1.26081
C 2.06263 -0.26901 -2.03633
C 4.47877 0.35772 -1.64243
C 2.69622 2.11004 -1.67901
C 3.25497 -1.42729 1.19242
C 3.21090 -2.54519 0.14437
C 2.24778 -1.78929 2.30223
C 4.68890 -1.36452 1.78206
H 1.86714 3.53676 2.25234
H 0.89220 2.40210 1.33086
H 2.14918 3.35980 0.52947
H 2.92727 2.28534 3.85797
H 3.49229 0.64259 3.62322
H 1.76512 1.01909 3.49029
H 4.45265 3.23025 2.19258
H 4.59368 2.60339 0.56061
H 5.15495 1.63890 1.94107
H 2.31199 -1.31849 -1.90829
H 2.15377 -0.04050 -3.10101
H 1.01730 -0.12116 -1.74960
H 4.78276 -0.66107 -1.40161
H 5.18484 1.04836 -1.17695
H 4.58029 0.47693 -2.72417
H 1.66492 2.38964 -1.45932
H 2.84230 2.18602 -2.75928
H 3.35935 2.83939 -1.21710
H 2.21124 -2.67953 -0.26946
H 3.48417 -3.47846 0.64249
H 3.91643 -2.40145 -0.67219
H 1.22772 -1.86228 1.91611
H 2.25284 -1.09425 3.13581
H 2.51775 -2.77201 2.69643
H 5.44469 -1.14755 1.02337
H 4.92400 -2.34742 2.19801
H 4.79123 -0.64213 2.59132
*
```

=====

The following is a quantum chemistry calculation of C3H3O2Sc as an isolated structure in a non-equilibrium geometry, from OMol25.

- LUMO level (spin up / spin down): -12.230 / -11.800 eV
- Molar mass: 116.01 g mol⁻¹
- HOMO-LUMO gap (spin up / spin down): 5.8 / 6.3 eV

ORCA input file:
```
! wB97M-V def2-TZVPD RIJCOSX def2/J DEFGRID3
* xyz 2 1
C 0.29589 3.08939 0.08430
C 0.66516 1.81339 0.05577
H -0.74552 3.37466 0.24040
H 1.70203 1.48918 -0.06497
H 1.05951 3.86623 0.04214
O -0.14068 0.76650 0.72485
C 0.12494 -0.49977 0.53143
O -0.80277 -1.32632 0.59750
Sc 0.10530 -1.64860 -1.42804
*
```

=====

The following is a quantum chemistry calculation of a 3-piece molecular cluster, C37H37B2ClN2O12P2 overall in a non-equilibrium geometry, from OMol25.

- LUMO level: -1.073 eV
- Molar mass: 820.73 g mol⁻¹
- HOMO-LUMO gap: 7.0 eV
- SMILES: CC[C@H](C)[C@@]1(O)C(=O)N[C@@](OB(O)O)(P(N)O)[C@@]1(B(C)O)P(O)Cl.O=C1c2ccccc2C(=O)c2ccccc21.O=C1c2ccccc2C(=O)c2ccccc21

ORCA input file:
```
! wB97M-V def2-TZVPD RIJCOSX def2/J DEFGRID3
* xyz 0 1
C 6.24816 -6.24211 -0.45459
C 5.08575 -5.66061 -1.27130
C 4.49634 -4.31843 -0.75106
C 5.62464 -3.50629 -0.11077
C 3.29757 -4.51881 0.17814
O 3.48549 -5.82427 0.75182
C 3.13543 -3.66062 1.45211
O 3.93046 -3.12633 2.15391
N 1.77707 -3.65433 1.77907
C 0.96835 -4.45971 0.82117
O 0.89561 -5.72096 1.47999
B -0.05495 -6.66569 1.12237
O -1.24034 -6.84733 1.77183
O 0.31447 -7.55014 0.12327
P -0.78102 -3.66228 0.86762
N -0.55526 -2.33622 1.93990
O -1.03646 -2.91383 -0.58244
C 1.87822 -4.31921 -0.41440
B 1.50524 -5.11832 -1.74056
C 0.02543 -5.53173 -2.13743
O 2.48616 -5.45481 -2.63897
P 2.06216 -2.53891 -1.13094
O 1.26006 -1.53610 -0.14601
Cl 0.90400 -2.46983 -2.87212
H 7.18012 -5.80942 -0.77538
H 6.23923 -7.31097 -0.61433
H 6.09584 -6.12451 0.60250
H 4.32108 -6.39492 -1.46132
H 5.50708 -5.41933 -2.23966
H 4.26655 -3.77402 -1.64908
H 5.24489 -2.49691 0.01838
H 5.88785 -3.84535 0.87614
H 6.46263 -3.42585 -0.78544
H 3.49396 -5.77600 1.71373
H 1.63207 -3.96100 2.73069
H -1.83173 -7.31236 1.16832
H -0.42577 -7.74680 -0.46238
H -1.33361 -1.69311 1.88107
H -0.39140 -2.64775 2.88619
H -1.70209 -2.22076 -0.47775
H -0.26258 -4.94744 -3.00282
H -0.71310 -5.32072 -1.36942
H -0.02508 -6.58655 -2.36726
H 2.14480 -5.18467 -3.50458
H 1.89576 -0.91272 0.23743
C -0.67684 6.70611 2.37208
C -1.80116 6.01046 2.80193
C -1.73006 4.64826 3.02985
C -0.53667 3.97086 2.81834
C 0.58782 4.66638 2.36701
C 0.51457 6.03666 2.15581
C 1.86590 3.95405 2.08889
O 2.84415 4.55806 1.70135
C 1.90980 2.47908 2.29055
C 3.07238 1.78485 1.98538
C 3.13132 0.41298 2.18034
C 2.02953 -0.26807 2.68751
C 0.86543 0.42141 2.98886
C 0.79728 1.79102 2.78463
C -0.47337 2.50779 3.08118
O -1.43662 1.91037 3.51960
H -0.73391 7.77271 2.19999
H -2.73522 6.53365 2.95773
H -2.60257 4.10619 3.36781
H 1.38887 6.57443 1.81656
H 3.92839 2.31716 1.59425
H 4.03788 -0.12976 1.93998
H 2.08004 -1.33786 2.84112
H 0.00980 -0.10800 3.37934
C -3.05326 8.31252 -3.79455
C -4.15076 8.20378 -4.64267
C -5.11048 7.23289 -4.41656
C -4.97261 6.35803 -3.34710
C -3.85954 6.45352 -2.50860
C -2.90740 7.43967 -2.73082
C -3.66916 5.49686 -1.38367
O -2.70745 5.57759 -0.64886
C -4.68649 4.42855 -1.18361
C -4.49874 3.49415 -0.17294
C -5.44167 2.50317 0.03480
C -6.58157 2.44547 -0.76131
C -6.77107 3.37092 -1.77275
C -5.82162 4.36002 -1.99366
C -6.02341 5.32950 -3.10668
O -7.01593 5.28025 -3.80232
H -2.30855 9.07786 -3.96882
H -4.25654 8.88022 -5.48044
H -5.96689 7.14966 -5.07107
H -2.05277 7.51848 -2.07320
H -3.61345 3.54305 0.44706
H -5.29167 1.77365 0.81991
H -7.32098 1.67373 -0.59268
H -7.65385 3.32572 -2.39517
*
```